(1)
79
Properties=species:S:1:pos:R:3:lowdin_charge:R:1 method="wB97M-V/def2-TZVPD" de_lowest_kj_mol=0.0 e_homo_ev=-9.7155 gap_ha=0.2127 total_energy_ha=-2156.3655 total_charge=+1 fmax_ev_per_a=6.21
O 3.203 -0.509 4.476 0.1363
C 2.720 -1.164 3.593 -0.5019
O 1.577 -0.808 2.937 0.0968
C 3.301 -2.486 3.140 -0.0804
C 4.820 -2.413 2.995 -0.1006
C 5.282 -1.502 1.905 -0.1848
C 4.911 -1.598 0.583 0.0395
C 5.413 -0.724 -0.368 0.0269
C 6.322 0.255 0.030 -0.0039
C 6.672 0.339 1.348 -0.0135
N 6.154 -0.529 2.235 0.1553
H 1.710 0.075 2.568 0.1288
H 2.783 -2.890 2.274 0.1245
H 3.100 -3.195 3.947 0.1419
H 5.173 -3.416 2.747 0.1419
H 5.267 -2.161 3.956 0.1291
H 4.225 -2.373 0.271 0.1411
H 5.117 -0.805 -1.409 0.1101
H 6.768 0.950 -0.665 0.1287
H 7.367 1.078 1.716 0.1459
H 6.447 -0.448 3.201 0.1847
O 3.101 -0.736 -2.841 -0.3259
P 1.698 -0.369 -3.224 0.6434
N 1.512 -1.175 -4.711 -0.3305
C 1.326 -0.656 -6.047 -0.1168
C 1.698 -2.619 -4.667 -0.1236
N 1.892 1.345 -3.303 -0.3152
C 1.566 2.141 -4.470 -0.1333
C 3.062 1.899 -2.638 -0.1509
N 0.076 -0.237 -2.875 -0.2997
C -1.021 -0.836 -3.622 -0.0881
C -0.378 0.693 -1.839 -0.1026
H 0.462 -1.130 -6.531 0.0864
H 2.205 -0.840 -6.674 0.0903
H 1.121 0.407 -6.073 0.0429
H 0.871 -3.119 -4.143 0.0704
H 2.627 -2.890 -4.158 0.0691
H 1.741 -3.034 -5.672 0.0841
H 2.282 1.997 -5.287 0.0853
H 1.572 3.201 -4.208 0.0831
H 0.554 1.932 -4.824 0.0766
H 3.973 1.811 -3.246 0.0840
H 3.244 1.405 -1.686 0.0524
H 2.897 2.959 -2.428 0.0812
H -1.307 -0.198 -4.462 0.0906
H -1.892 -0.956 -2.976 0.0858
H -0.786 -1.831 -3.989 0.0654
H -0.712 1.635 -2.284 0.0899
H 0.415 0.914 -1.129 0.0718
H -1.206 0.275 -1.262 0.0605
O -2.980 0.331 0.671 -0.3142
P -3.739 0.937 1.823 0.6798
N -3.569 -0.348 2.954 -0.3373
C -4.538 -1.277 3.484 -0.1242
C -2.204 -0.645 3.354 -0.1381
N -5.271 1.040 1.036 -0.3227
C -6.467 0.367 1.496 -0.1372
C -5.245 1.062 -0.423 -0.1436
N -4.197 2.071 2.972 -0.3064
C -4.208 1.889 4.415 -0.0981
C -4.824 3.322 2.546 -0.1126
H -4.498 -1.301 4.582 0.0835
H -4.359 -2.296 3.120 0.0888
H -5.562 -1.019 3.241 0.0426
H -1.784 0.148 3.992 0.0681
H -1.547 -0.757 2.486 0.0627
H -2.160 -1.572 3.923 0.0818
H -6.426 -0.716 1.328 0.0853
H -7.337 0.751 0.958 0.0829
H -6.661 0.571 2.551 0.0738
H -5.135 0.060 -0.854 0.0824
H -4.431 1.678 -0.794 0.0662
H -6.177 1.494 -0.798 0.0808
H -5.140 1.415 4.736 0.0905
H -4.132 2.855 4.917 0.0829
H -3.367 1.304 4.771 0.0646
H -5.912 3.253 2.624 0.0885
H -4.572 3.562 1.517 0.0768
H -4.486 4.157 3.163 0.0796


(2)
73
Properties=species:S:1:pos:R:3:lowdin_charge:R:1 method="wB97M-V/def2-TZVPD" de_lowest_kj_mol=339.5 e_homo_ev="-11.0688 / -11.1868" gap_ha="0.2882 / 0.2163" total_energy_ha=-10601.2726 total_charge=+1 multiplicity=2 fmax_ev_per_a=2.93
Ru 1.090 0.561 0.027 1.0062
Cl 0.128 2.967 0.964 0.7513
C -1.609 3.071 0.837 -0.6142
C -2.265 4.167 1.376 -0.0858
C -3.645 4.244 1.289 -0.0515
C -4.365 3.236 0.667 -0.0538
C -3.707 2.147 0.127 -0.0622
C -2.318 2.046 0.209 -0.3693
P -1.432 0.616 -0.521 1.0527
C -1.697 -0.737 0.677 -0.3958
C -1.326 -2.008 0.228 -0.1398
C -1.405 -3.091 1.080 -0.0697
C -1.859 -2.914 2.379 -0.0692
C -2.252 -1.662 2.818 -0.0675
C -2.170 -0.565 1.975 -0.0920
C -2.551 0.128 -1.875 -0.3631
C -2.412 0.770 -3.102 -0.0898
C -3.269 0.465 -4.144 -0.0648
C -4.259 -0.490 -3.970 -0.0605
C -4.391 -1.141 -2.754 -0.0587
C -3.543 -0.837 -1.704 -0.0884
H -1.701 4.948 1.860 0.1122
H -4.158 5.092 1.715 0.1160
H -5.440 3.294 0.608 0.1144
H -4.268 1.361 -0.354 0.1085
H -1.002 -2.130 -0.798 0.1088
H -1.120 -4.071 0.736 0.1140
H -1.912 -3.758 3.048 0.1104
H -2.622 -1.537 3.824 0.1123
H -2.495 0.413 2.307 0.1097
H -1.636 1.514 -3.231 0.0969
H -3.161 0.959 -5.097 0.1100
H -4.923 -0.737 -4.784 0.1111
H -5.153 -1.895 -2.617 0.1128
H -3.657 -1.343 -0.756 0.1081
C 0.914 0.202 3.345 -0.0184
C 1.282 -1.124 2.774 -0.2753
C 1.538 -2.237 3.589 0.0278
C 1.955 -3.414 3.026 0.0074
C 2.113 -3.502 1.629 -0.1740
C 2.619 -4.639 0.944 -0.5709
Br 3.039 -6.210 1.906 0.8767
C 2.833 -4.614 -0.420 -0.1422
C 2.459 -3.511 -1.172 -0.5566
Br 2.721 -3.482 -3.027 0.8847
C 1.853 -2.351 -0.592 -0.3996
O 1.385 -1.415 -1.275 -0.0665
C 1.776 -2.357 0.868 -0.1411
N 1.378 -1.222 1.459 0.0931
H 0.832 0.153 4.425 0.0912
H -0.036 0.539 2.925 0.0538
H 1.677 0.942 3.088 0.0686
H 1.429 -2.137 4.656 0.1254
H 2.193 -4.266 3.645 0.0892
H 3.278 -5.469 -0.909 0.1090
F 5.551 -0.348 2.008 0.1480
C 5.247 0.787 1.357 -0.5526
F 5.489 1.798 2.191 0.1585
F 6.094 0.893 0.329 0.1593
C 3.769 0.735 0.863 -0.6101
O 3.522 -0.104 -0.007 0.0042
O 2.947 1.516 1.372 -0.0783
Br 2.081 5.049 -4.987 0.7980
C 2.056 3.688 -3.675 -0.6634
C 1.490 2.447 -3.957 -0.0890
C 1.504 1.481 -2.966 -0.1261
N 2.016 1.708 -1.759 -0.0249
C 2.584 2.883 -1.501 -0.1284
C 2.627 3.909 -2.428 -0.0768
H 1.058 2.243 -4.924 0.1088
H 1.109 0.486 -3.139 0.1112
H 3.029 3.010 -0.521 0.1075
H 3.095 4.850 -2.183 0.1129


(3)
12
Properties=species:S:1:pos:R:3:lowdin_charge:R:1 method="wB97M-V/def2-TZVPD" smiles="COCC(=O)S" de_lowest_kj_mol=146.4 e_homo_ev=-10.0374 gap_ha=0.3941 total_energy_ha=-666.5383 fmax_ev_per_a=2.33
C -2.841 -0.186 -0.053 -0.0690
O -1.412 -0.525 -0.085 -0.2384
C -0.683 0.667 0.168 -0.2337
C 0.835 0.582 0.010 -0.7346
O 1.447 1.645 -0.112 -0.0124
S 1.664 -0.987 -0.001 0.8699
H -3.289 -1.039 -0.616 0.0977
H -2.966 0.727 -0.669 0.0855
H -3.174 -0.038 1.032 0.1120
H -1.002 1.558 -0.354 0.1195
H -0.914 0.955 1.223 0.1436
H 0.582 -1.706 0.235 -0.1401


(4)
13
Properties=species:S:1:pos:R:3:lowdin_charge:R:1 method="wB97M-V/def2-TZVPD" smiles=C[C@@]12C[C@@H]1N2O de_lowest_kj_mol=463.2 e_homo_ev=-8.5544 gap_ha=0.3553 total_energy_ha=-286.4552 fmax_ev_per_a=0.62
C -0.260 -1.248 -0.880 -0.0141
C 0.023 0.113 -0.359 -0.4141
C -0.704 1.410 -0.315 -0.0364
C -0.307 0.684 0.923 -0.1495
N 1.133 0.562 0.496 -0.0135
O 1.746 -0.608 1.041 -0.0639
H 0.000 -1.361 -1.935 0.0767
H 0.294 -1.984 -0.289 0.0773
H -1.329 -1.439 -0.738 0.0878
H -1.752 1.359 -0.603 0.1096
H -0.199 2.351 -0.525 0.0987
H -0.904 0.318 1.746 0.1418
H 2.684 -0.366 0.995 0.0996


(5)
27
Properties=species:S:1:pos:R:3:lowdin_charge:R:1 method="wB97M-V/def2-TZVPD" de_lowest_kj_mol=382.2 e_homo_ev="-11.2747 / -12.0917" gap_ha="0.1906 / 0.3186" total_energy_ha=-586.6338 total_charge=+1 fmax_ev_per_a=4.04
C 2.534 0.071 0.019 -0.2104
C -0.166 -0.236 0.181 -0.0633
C 0.451 0.076 -1.086 -0.1302
C 0.831 -0.495 1.198 -0.3053
C -1.296 -1.118 1.980 -0.1233
C -1.575 -0.018 -2.402 -0.0749
C 0.541 0.426 -3.557 -0.0171
C 0.403 1.318 3.413 0.1466
N 1.827 0.252 -1.051 0.1369
N 2.117 -0.282 1.191 0.1488
N -1.396 -0.480 0.694 0.0745
N -0.198 0.168 -2.310 -0.1483
N 0.137 -0.866 2.333 0.0844
H 3.578 0.069 -0.123 0.1183
H -1.986 -0.615 2.672 0.1413
H -1.536 -2.233 1.773 0.1750
H -1.974 -0.901 -1.943 0.0924
H -2.163 0.788 -2.057 0.0846
H -1.830 -0.074 -3.495 0.1230
H 0.012 1.243 -4.098 0.1151
H 1.636 0.504 -3.321 0.0955
H 0.642 -0.517 -4.106 0.1006
H 1.348 1.434 2.913 0.0045
H -0.522 1.792 2.947 0.0507
H 0.370 1.148 4.463 0.0062
H -2.188 0.115 0.629 0.1462
H 0.403 -1.567 3.143 0.2281


(6)
62
Properties=species:S:1:pos:R:3:lowdin_charge:R:1 method="wB97M-V/def2-TZVPD" smiles="Cc1ccc(-n2c(C)cc(/C=N/NC(=O)c3ccc(CN4CCOCC4)cc3)c2C)cc1" de_lowest_kj_mol=229.5 e_homo_ev=-7.5677 gap_ha=0.3024 total_energy_ha=-1378.2391 fmax_ev_per_a=1.17
C 5.335 1.941 -0.028 -0.0458
C 4.436 0.744 -0.031 -0.2775
C 3.443 0.621 -0.999 -0.0473
C 2.593 -0.466 -1.010 -0.0110
C 2.716 -1.458 -0.041 -0.2134
N 1.818 -2.544 -0.039 0.0281
C 2.155 -3.876 -0.150 -0.2662
C 3.568 -4.331 -0.267 -0.0280
C 1.001 -4.602 -0.171 0.0037
C -0.087 -3.692 -0.060 -0.1773
C -1.479 -4.016 -0.069 -0.0833
N -2.370 -3.104 -0.012 0.0508
N -3.674 -3.440 -0.063 0.0528
C -4.663 -2.502 -0.110 -0.4414
O -5.821 -2.818 -0.289 0.0751
C -4.184 -1.101 0.081 -0.1553
C -4.353 -0.159 -0.927 -0.0031
C -3.891 1.133 -0.756 -0.0224
C -3.265 1.509 0.427 -0.2208
C -2.746 2.913 0.595 -0.1539
N -1.960 3.319 -0.561 -0.1641
C -1.578 4.721 -0.563 -0.1603
C -0.398 5.018 0.374 -0.1931
O 0.717 4.205 0.069 -0.1343
C 0.380 2.834 0.138 -0.1862
C -0.783 2.502 -0.806 -0.1480
C -3.129 0.573 1.443 -0.0378
C -3.581 -0.724 1.273 -0.0439
C 0.462 -2.421 0.017 -0.1956
C -0.242 -1.129 0.192 -0.0142
C 3.709 -1.350 0.923 -0.0014
C 4.559 -0.258 0.921 -0.0310
H 6.055 1.888 0.784 0.0750
H 5.876 2.012 -0.971 0.0838
H 4.747 2.851 0.085 0.0831
H 3.339 1.389 -1.752 0.1185
H 1.830 -0.557 -1.768 0.1262
H 4.154 -3.624 -0.853 0.0810
H 3.597 -5.303 -0.751 0.0805
H 4.037 -4.429 0.713 0.0767
H 0.925 -5.668 -0.260 0.1080
H -1.742 -5.078 -0.149 0.1270
H -3.949 -4.420 -0.180 0.1609
H -4.841 -0.448 -1.846 0.1203
H -4.000 1.863 -1.543 0.1170
H -2.195 2.982 1.547 0.1140
H -3.597 3.601 0.655 0.1326
H -2.438 5.333 -0.287 0.1211
H -1.281 4.971 -1.587 0.1247
H -0.062 6.049 0.255 0.1235
H -0.697 4.860 1.422 0.1197
H 1.280 2.285 -0.147 0.1063
H 0.116 2.567 1.173 0.1242
H -1.056 1.451 -0.710 0.0967
H -0.465 2.695 -1.835 0.1307
H -2.658 0.856 2.374 0.1142
H -3.467 -1.445 2.068 0.1205
H -1.005 -1.239 0.959 0.0658
H -0.764 -0.856 -0.726 0.0907
H 0.447 -0.334 0.467 0.0726
H 3.802 -2.111 1.683 0.1194
H 5.325 -0.182 1.680 0.1116


(7)
9
Properties=species:S:1:pos:R:3:lowdin_charge:R:1 method="wB97M-V/def2-TZVPD" de_lowest_kj_mol=559.9 e_homo_ev="-7.3219 / -10.5792" gap_ha="0.2917 / 0.3039" total_energy_ha=-1086.5895 multiplicity=3 fmax_ev_per_a=2.94
C 0.050 0.359 -0.299 -0.2973
C 0.218 -1.127 0.069 -0.8358
O -1.645 -0.527 -2.483 -0.2419
O 1.044 -0.877 -2.539 -0.3788
S -0.037 -0.701 -1.653 0.7904
Cl 1.821 -1.748 0.217 0.6649
H -0.957 0.652 -0.011 0.0909
H 0.737 0.966 0.270 0.1035
H -0.642 -1.455 0.681 0.1041


(8)
11
Properties=species:S:1:pos:R:3:lowdin_charge:R:1 method="wB97M-V/def2-TZVPD" smiles="NC(=[NH2+])NO" de_lowest_kj_mol=119.3 e_homo_ev=-14.7757 gap_ha=0.4153 total_energy_ha=-280.8879 total_charge=+1 fmax_ev_per_a=5.68
N 1.425 -0.251 -0.964 0.2311
C 0.278 -0.024 -0.411 -0.2427
N -0.733 0.648 -0.871 0.2185
N -0.234 -0.688 1.102 0.0247
O -1.140 0.216 1.651 -0.0760
H 2.151 -0.823 -0.567 0.1480
H 1.594 0.131 -1.891 0.1563
H -0.787 1.094 -1.776 0.1537
H -1.529 0.732 -0.236 0.1320
H 0.621 -0.721 1.672 0.1187
H -1.644 -0.314 2.291 0.1356